# 1
93
Properties=species:S:1:pos:R:3 method="wB97M-V/def2-TZVPD" e_lumo_ev="1.29 / 1.65" multiplicity=5 total_charge=-1
H -4.075 -10.740 13.407
C -10.026 -5.797 14.377
C -12.650 -15.780 12.054
S -15.695 -4.270 17.239
C -13.541 -7.403 14.693
C -10.438 -6.638 12.118
C -15.708 -11.015 13.153
O -12.457 -11.611 14.291
C -12.454 -9.347 17.795
C -5.633 -9.334 12.986
C -12.858 -6.780 15.747
H -12.141 -7.755 13.340
C -14.864 -5.516 16.256
H -16.410 -10.701 12.378
C -6.958 -9.003 13.210
H -11.444 -12.701 12.575
H -9.985 -8.693 11.761
C -13.529 -5.828 16.502
H -10.055 -4.966 15.069
H -10.737 -4.625 12.735
H -13.047 -5.327 17.296
H -11.758 -12.047 16.927
H -14.771 -12.837 12.273
H -15.112 -14.346 16.497
C -9.570 -7.065 14.742
O -16.830 -3.846 16.424
C -7.722 -9.845 13.984
H -13.082 -12.234 18.758
C -12.727 -13.210 18.476
O -13.734 -10.066 15.990
N -13.218 -13.352 16.189
H -17.331 -10.682 14.604
O -11.336 -9.382 17.037
H -13.170 -15.935 14.188
C -11.871 -14.566 11.496
C -13.880 -14.254 18.303
C -5.093 -10.469 13.568
C -9.142 -9.455 14.241
C -14.894 -7.127 14.452
P -13.339 -12.830 14.644
C -16.260 -10.792 14.568
H -14.428 -15.198 13.236
H -13.668 -15.339 16.410
C -14.686 -9.843 18.260
H -10.960 -14.900 10.993
Mn -11.835 -9.977 15.261
C -7.209 -10.987 14.556
C -9.495 -8.105 13.788
C -12.099 -13.059 17.086
C -13.631 -9.668 17.255
H -16.618 -5.945 15.144
H -7.464 -8.152 12.763
H -12.505 -13.972 10.837
H -16.744 -12.696 15.419
H -7.838 -11.611 15.168
C -5.891 -11.290 14.361
H -10.772 -6.463 11.090
H -14.793 -10.461 12.986
C -11.562 -13.772 12.743
C -12.524 -9.175 19.250
N -12.763 -8.335 13.898
H -14.782 -13.922 18.758
C -9.953 -7.873 12.486
H -11.791 -7.048 15.925
H -11.284 -13.728 16.871
N -10.035 -10.170 14.797
C -10.408 -5.600 13.053
H -13.408 -8.854 13.282
H -11.918 -16.530 12.290
C -15.561 -6.185 15.241
H -15.432 -7.679 13.704
O -11.654 -8.988 20.087
H -5.495 -12.146 14.859
O -14.707 -3.199 17.458
H -5.040 -8.754 12.303
O -15.749 -10.377 18.125
H -15.805 -9.948 15.074
C -14.016 -9.386 19.582
H -9.261 -7.298 15.755
H -13.342 -16.243 11.349
N -12.792 -13.950 13.547
O -16.059 -5.036 18.418
C -13.352 -15.289 13.327
C -15.845 -12.067 15.313
O -14.521 -9.310 20.646
H -13.608 -15.214 18.760
H -11.977 -13.542 19.196
H -10.708 -14.105 13.288
N -14.977 -12.852 14.383
C -15.458 -12.518 13.046
C -14.067 -14.406 16.772
H -15.419 -11.909 16.298
H -16.365 -13.093 12.880

---

# 2
89
Properties=species:S:1:pos:R:3 method="wB97M-V/def2-TZVPD" e_lumo_ev="-0.20 / -0.24" multiplicity=4
N 1.496 2.259 1.813
H -1.712 1.603 -3.893
H -0.050 -2.278 5.256
C -2.198 0.065 4.073
H -0.307 2.850 3.726
C 0.381 4.404 2.373
C 0.579 -5.145 -1.501
O 2.132 -4.510 0.805
Co -0.260 -1.362 0.302
C 1.655 3.701 1.898
C 2.328 1.095 -2.742
C 5.137 3.963 0.224
H -5.750 -2.265 -5.374
H 5.230 -0.517 2.221
C 0.416 -2.973 2.703
H -2.871 0.857 4.369
N -1.220 -1.205 2.318
C -3.892 -0.597 -4.161
C -4.050 -0.966 -1.417
H 1.368 -5.832 -1.236
C -0.524 -1.898 3.219
C -2.038 -0.238 2.733
C -1.359 -3.299 -2.035
H 3.543 3.267 -1.858
H -6.842 -2.305 -3.989
C 1.131 -3.859 0.601
C -1.182 -4.362 -2.910
C 3.736 2.430 -1.195
H 3.241 -2.069 -0.381
H -5.915 -1.922 -1.828
Se -1.578 0.459 -0.855
O 0.849 -3.810 3.472
H -6.676 -0.834 -4.943
C -0.199 -5.296 -2.636
H -0.740 0.194 -3.540
H -4.651 -0.362 0.558
H 4.983 4.230 1.271
H -1.584 -0.448 6.068
H 1.949 4.046 0.905
H 0.722 4.053 4.498
C -4.198 -1.222 0.056
H -2.557 0.296 1.945
H 0.665 5.459 2.452
H -4.841 -2.085 0.227
C 3.162 1.196 -1.493
C 0.928 1.516 0.865
H 1.793 0.158 -2.828
H -1.090 3.250 1.250
C -1.483 -0.666 5.012
C 4.278 0.276 0.482
C 3.434 0.121 -0.636
C -5.012 -1.227 -3.635
C -6.129 -1.685 -4.531
N 0.937 0.268 1.272
C 0.328 -4.065 -0.675
H -0.452 4.639 0.370
N -0.630 -3.164 -0.929
H 5.037 -1.701 0.932
C 4.541 2.618 -0.083
C -0.750 4.282 1.357
H 3.651 -1.226 1.906
C -0.057 3.913 3.749
H 4.702 4.744 -0.399
H -3.814 -0.464 -5.235
H 0.541 1.870 -0.075
C -2.856 -0.141 -3.356
H -0.945 4.453 4.076
N 1.850 1.449 2.820
N 0.568 -2.876 1.364
H -1.611 4.868 1.676
C -1.672 0.517 -4.005
H 6.214 3.958 0.050
H -2.099 -2.537 -2.217
C -5.063 -1.410 -2.263
H 2.488 3.868 2.581
O 1.573 -1.261 -1.147
H 5.428 1.665 1.621
H -0.038 -6.133 -3.304
H 1.585 1.895 -2.765
N 1.513 0.265 2.486
C 4.562 -0.856 1.432
C 2.723 -1.171 -0.747
H 2.972 1.223 -3.615
H -1.804 -4.437 -3.790
C -0.636 -1.671 4.583
C -2.939 -0.306 -1.964
H -1.646 0.282 -5.068
H -3.238 -1.398 0.538
C 4.805 1.530 0.745

---

# 3
103
Properties=species:S:1:pos:R:3 method="wB97M-V/def2-TZVPD" e_lumo_ev=0.21 smiles="NB1OB(CCCCC(F)(F)C(F)(F)S(F)(F)(F)(F)F)OB([PH2]=S)O1.c1ccncc1.c1ccncc1.c1ccncc1.c1ccncc1.c1ccncc1.c1ccncc1"
H 5.626 -6.427 2.082
H 2.153 2.454 1.682
H -9.386 1.084 -7.598
H 6.729 2.823 3.715
C -9.083 1.661 -6.731
S 4.662 -0.281 -4.398
H 5.500 3.764 1.777
C -0.687 0.319 3.567
B 2.271 -1.307 0.105
H -6.947 2.303 -0.635
O 1.845 0.949 -1.154
C -8.354 3.174 -4.605
C 5.606 2.691 1.893
C 0.011 -0.446 4.490
C 1.294 2.243 1.028
H -8.073 3.819 -3.784
C 6.293 2.164 2.977
N 1.847 -2.602 0.482
C 4.183 -3.415 3.030
H 0.759 -2.419 4.909
C 5.079 -4.308 5.428
H 4.219 -6.734 -2.571
H -0.876 1.370 3.759
H -9.224 4.754 -5.775
C 6.404 0.786 3.088
C 5.165 0.619 1.068
C 4.138 -7.716 -0.653
H -8.912 3.774 -1.114
C -6.366 5.972 -1.391
C 5.279 -5.660 -1.047
F -0.891 -0.065 -1.283
C -1.799 0.639 -1.977
C 5.825 -0.009 2.113
F -3.906 1.007 -0.615
H 5.407 -4.661 6.400
O 2.065 -0.193 0.911
C -0.270 -2.301 3.022
H -0.947 4.230 1.018
F -0.509 2.507 -2.320
C 0.927 3.502 0.227
C -7.675 5.513 -1.392
H 1.356 4.372 0.735
F -1.567 0.461 -3.274
O 3.018 -1.096 -1.071
C -0.588 3.743 0.106
B 1.727 0.971 0.241
C -8.992 3.696 -5.721
H -7.572 1.375 -3.727
C -8.447 1.042 -5.665
H 0.374 0.001 5.405
H 3.776 -3.056 2.095
C -1.462 2.502 -0.146
H 3.541 -8.553 -0.993
B 2.850 0.141 -1.624
C -0.944 -1.449 2.159
H -1.343 -1.820 1.222
C 0.224 -1.786 4.212
F -2.980 -1.018 -0.441
N -5.313 5.196 -1.145
H -4.678 3.296 -0.695
H 2.401 -3.002 4.155
P 4.111 0.871 -2.915
F -3.171 -1.330 -2.649
H 1.430 -3.190 -0.227
C 4.543 -7.626 0.669
H 6.930 0.341 3.923
C -1.619 2.165 -1.618
H 5.168 1.291 -2.086
H 1.384 3.480 -0.768
H 5.876 -1.089 2.159
N -1.159 -0.160 2.417
H 6.101 -3.945 2.225
C 3.414 -3.394 4.184
H 1.268 -2.601 1.314
H -1.133 1.612 0.399
N 5.048 1.939 0.945
H 4.707 0.035 0.281
C -6.820 3.355 -0.852
H -0.145 -3.347 2.769
H 6.931 -4.771 4.446
H 5.591 -4.860 -1.709
C -5.550 3.912 -0.883
C 5.303 -6.531 1.052
C -7.905 4.174 -1.116
C 4.511 -6.710 -1.530
H -8.250 -0.021 -5.691
F -4.941 -0.779 -1.443
N -9.356 2.963 -6.771
H -8.491 6.190 -1.609
H 0.487 1.959 1.716
S -3.512 -0.147 -1.658
C -8.075 1.817 -4.578
N 3.838 -3.828 5.369
F -2.642 2.854 -2.177
C 5.932 -4.369 4.334
H 4.274 -8.382 1.394
H -2.470 2.706 0.221
N 5.675 -5.560 0.221
C 5.476 -3.908 3.109
H -0.777 4.457 -0.704
H -6.150 7.014 -1.604
F -4.111 0.721 -2.847
H 3.520 2.096 -3.266

---

# 4
87
Properties=species:S:1:pos:R:3 method="wB97M-V/def2-TZVPD" e_lumo_ev=-2.96 total_charge=+1
H 3.557 -5.461 -1.033
C 3.687 -4.579 0.914
Y -0.490 -0.042 1.574
C 1.629 2.907 -0.695
C 3.408 5.053 -0.573
H 4.100 5.884 -0.528
H -1.452 -2.346 -4.957
C 3.553 3.978 0.297
H 2.697 -1.290 -5.086
Si -1.584 -3.184 0.515
C -0.528 -1.951 -3.061
C -1.777 1.153 -2.202
H 4.371 -5.327 1.295
P 0.718 -1.390 -0.616
H 2.266 5.888 -2.184
C 0.642 -1.596 -2.404
C 0.261 -1.215 6.161
H -3.430 1.621 1.673
C -0.527 -4.661 0.870
C 2.672 2.911 0.234
C -0.060 -0.064 6.866
H -2.314 1.227 -5.542
H -0.327 4.591 2.118
H 0.614 -1.945 -6.249
C 2.410 -2.574 1.234
H -3.475 -2.769 -1.025
H -3.523 0.868 -3.412
H 1.339 1.750 -3.385
C -2.882 -3.638 -0.728
C 1.490 3.990 -1.559
C -0.414 1.511 -4.589
C -0.404 1.090 6.181
C 3.233 -4.652 -0.391
N -0.680 1.901 0.586
H 2.709 -1.042 -2.627
H 2.807 2.052 0.879
P 0.448 1.529 -0.582
C 2.380 5.056 -1.502
H 4.363 3.967 1.015
H 0.182 -4.481 1.680
C -1.360 4.240 2.192
H 0.681 4.020 -2.277
C 1.802 -1.344 -3.140
H -2.979 -1.700 1.976
C -3.495 2.466 0.976
H -0.651 2.004 6.702
H -1.172 -5.499 1.153
C 3.275 -3.531 1.731
C -0.418 1.045 4.802
C -0.411 1.433 -2.175
C -2.442 -2.649 2.116
C 0.622 -1.844 -5.171
H -2.008 5.115 2.298
H 2.144 -1.727 1.862
H -2.015 3.833 -1.717
H 1.997 -3.770 -1.901
H -1.722 -2.539 2.940
N -0.119 -0.059 4.102
H -2.443 -4.077 -1.628
C 2.357 -3.689 -0.884
C 1.931 -2.641 -0.075
C 0.268 1.589 -3.383
H 3.647 -3.456 2.745
H 0.466 -2.044 4.201
H -0.668 1.933 4.233
H -3.191 -3.364 2.466
H -3.925 2.096 0.042
H -2.313 0.997 -1.275
C -0.537 -2.075 -4.446
H -1.435 -2.114 -2.491
H 0.047 -4.967 -0.007
H -0.939 4.946 -0.852
C 0.216 -1.164 4.784
N -0.724 -1.731 0.116
Si -1.810 3.237 0.689
C 1.238 0.115 -0.016
C -2.461 1.078 -3.406
H -2.688 5.070 -0.647
C -1.860 4.366 -0.777
C -1.781 1.271 -4.601
Br -0.025 -0.070 8.732
H 0.539 -2.127 6.669
H -4.209 3.174 1.406
H 0.124 1.636 -5.520
C 1.794 -1.476 -4.518
H -1.459 3.655 3.112
H -3.562 -4.380 -0.299